{
  "formula": "C25H30ClIrN2OS3",
  "method": "ωB97M-V with the def2-TZVPD basis set",
  "symbols": ["C", "H", "H", "C", "S", "C", "H", "H", "C", "H", "H", "C", "Cl", "C", "H", "H", "H", "C", "H", "H", "C", "C", "C", "H", "H", "N", "H", "H", "C", "N", "H", "H", "C", "C", "H", "C", "H", "H", "H", "C", "H", "H", "C", "C", "S", "O", "H", "C", "C", "C", "S", "C", "C", "H", "H", "H", "C", "C", "H", "H", "H", "C", "Ir"],
  "xyz": [[-0.8541, -3.5036, -1.0733], [3.0969, -3.2247, -0.6608], [0.6885, -2.1890, -1.7922], [-1.9019, -1.0802, 2.7779], [-2.1689, 0.6425, -0.8583], [-1.6967, -0.1784, 1.7445], [-3.4140, -4.6947, -0.4200], [0.5617, 3.1393, -4.6772], [3.3486, -2.7293, 0.2747], [1.1822, 1.2836, 2.7421], [4.3513, -2.3061, 0.2412], [-2.4760, -5.2040, -0.1903], [1.9815, 0.3029, -5.1801], [0.6996, -2.3852, 0.3526], [3.2630, -3.4168, 1.1155], [1.0361, 5.5599, -4.4781], [-2.2528, -5.8705, -1.0232], [-2.5766, -0.1697, 0.6568], [-4.4297, -0.8991, -0.1050], [-1.2194, -4.5128, 2.1301], [-4.0525, -1.6532, 1.8677], [-3.7576, -0.8969, 0.7441], [0.1560, -3.0228, 1.4595], [1.4002, 6.5534, -2.2366], [-1.8325, 2.1499, 0.9560], [-0.5268, 0.6952, 1.6946], [-0.4444, 3.9441, 0.6861], [-1.2701, -3.6638, -2.0609], [0.2105, -2.6270, -0.9255], [0.8795, 2.4968, -0.1201], [0.8100, 3.3963, 1.7779], [0.6930, -2.9983, 2.4030], [1.1393, 4.7005, -1.2042], [-0.9460, 2.1133, 1.5764], [1.2985, 5.1476, -0.2308], [0.6936, 2.7882, -2.5686], [2.7411, 1.2721, -3.1744], [-0.1346, 0.7382, 3.7777], [2.7469, 3.2465, 0.5876], [1.1982, 5.4956, -2.3371], [0.8202, -0.4413, 2.8526], [-1.2216, 2.4948, 2.5683], [2.2937, 2.2970, 0.2858], [-0.8287, -3.9757, 1.2754], [2.1810, -1.4030, 0.5680], [2.2168, -0.5188, -0.6813], [-3.2946, -2.3853, 3.7442], [0.3813, 0.5544, 2.8301], [0.8807, 3.3382, -1.3034], [-1.3750, -4.2043, 0.0081], [0.3697, 1.0499, -2.8147], [0.7397, 3.5861, -3.7072], [0.1063, 3.0625, 1.0117], [2.3403, 1.5962, 1.1151], [2.8558, 1.8798, -0.5450], [-5.0030, -2.1648, 1.9379], [-3.1098, -1.7615, 2.8799], [0.9999, 4.9404, -3.5929], [-1.2977, -1.0079, 3.6726], [2.2535, -0.4257, -2.9456], [-2.6311, -5.8062, 0.7028], [2.0048, 0.5143, -3.4241], [0.0965, 0.3411, -0.6872]],
  "forces_ev_per_angstrom": [[0.038, 0.106, -0.209], [0.003, 0.003, -0.005], [-0.048, 0.048, -0.002], [-0.685, 1.320, 0.833], [-0.080, -0.061, -0.262], [0.295, -0.333, -0.015], [-0.001, 0.002, 0.003], [0.004, -0.001, 0.000], [0.182, 0.228, -0.120], [0.006, -0.015, -0.007], [0.001, 0.002, 0.010], [-0.060, 0.051, 0.004], [0.014, 0.027, -0.002], [0.189, -0.080, 0.258], [-0.013, -0.012, -0.014], [-0.001, 0.000, 0.000], [-0.002, -0.001, -0.001], [-0.089, -0.206, -0.167], [-0.029, 0.079, 0.026], [0.059, -0.068, -0.011], [0.168, -0.098, 0.191], [0.026, 0.023, -0.092], [0.914, -0.752, -0.152], [-0.009, 0.001, 0.001], [0.027, 0.037, -0.042], [-0.002, -0.340, -1.091], [0.063, 0.024, -0.048], [0.050, -0.053, -0.008], [-0.082, -0.019, -0.029], [0.394, 0.049, -0.083], [-0.040, -0.050, 0.057], [-0.344, 0.430, 0.184], [-0.024, 0.004, 0.015], [-0.056, 0.160, 0.442], [0.007, -0.006, 0.004], [-0.017, -0.005, 0.004], [0.014, -0.027, 0.044], [-0.014, 0.031, -0.032], [-0.004, 0.000, 0.004], [0.010, 0.005, -0.003], [-0.047, 0.023, 0.037], [-0.037, -0.104, 0.014], [0.023, 0.106, -0.052], [-0.500, 0.222, -0.213], [-0.358, -0.496, -0.160], [-0.117, 0.066, 0.215], [-0.042, 0.035, 0.017], [0.087, -0.183, 0.030], [-0.087, -0.058, -0.096], [0.050, 0.021, 0.364], [-0.155, -0.367, -0.033], [-0.021, 0.014, 0.007], [-0.088, -0.127, 0.000], [0.023, -0.005, -0.015], [-0.003, -0.003, -0.001], [0.033, -0.067, -0.006], [-0.073, -0.303, -0.329], [-0.004, -0.004, 0.003], [0.283, -0.403, -0.170], [-0.030, -0.021, -0.027], [0.003, -0.004, 0.000], [-0.008, 0.046, -0.042], [0.201, 1.108, 0.770]],
  "e_homo_ev": [-9.8, -9.8],
  "charge": 1,
  "relative_energy_kj_mol": 165.9,
  "multiplicity": 2,
  "lumo_ev": [-2.484, -2.624],
  "gap_ev": [7.359, 7.200]
}

---

{
  "formula": "C25H30F3FeN6OS",
  "method": "ωB97M-V with the def2-TZVPD basis set",
  "symbols": ["N", "C", "C", "C", "C", "C", "H", "H", "C", "H", "C", "H", "C", "N", "N", "S", "C", "F", "H", "H", "H", "H", "C", "F", "H", "C", "H", "H", "H", "N", "F", "C", "O", "Fe", "C", "C", "N", "N", "C", "H", "C", "H", "H", "H", "H", "C", "C", "H", "H", "C", "H", "C", "C", "H", "H", "H", "H", "C", "H", "H", "H", "H", "C", "H", "C", "H", "C"],
  "xyz": [[-3.3832, -0.6259, -0.1943], [2.5257, -0.6563, -1.1686], [-4.8071, -0.5364, -0.4717], [-4.4074, 1.8063, -0.9953], [4.7547, -0.3136, 2.4432], [5.3287, -0.8968, 1.3353], [2.0969, 5.1857, 0.9889], [-3.4190, -2.3366, 1.0074], [0.2772, -2.5148, -0.8461], [-1.9105, 3.0968, -1.5854], [-0.1239, -3.7697, -1.2584], [-3.1011, -2.6289, -0.7198], [3.4105, 0.0348, 2.3791], [1.6568, 1.9251, -0.0689], [-3.0456, 1.6607, -0.5210], [0.5356, 2.5974, 2.2057], [0.9422, 0.9691, -2.0873], [-0.4916, 0.2903, 3.8271], [-5.0083, -0.8368, -1.5092], [2.6284, -1.6727, -1.5648], [-1.8394, -1.9378, 0.3193], [-4.6943, 2.8474, -0.8481], [1.1758, 3.4791, -1.8469], [0.9852, -1.2921, 3.5843], [-0.4433, -5.8199, -0.6486], [3.2533, -0.6465, 0.1804], [5.3145, -0.1289, 3.3498], [5.0127, -1.4878, -0.7158], [2.8750, 0.4893, 3.2046], [0.6807, -2.2295, 0.4011], [-1.0489, -1.4933, 2.7686], [1.8318, 2.9760, 0.9435], [-1.3723, 0.3043, 0.2366], [0.6872, 0.1876, 0.9686], [1.2852, 2.2235, -1.3040], [0.7880, -3.2839, 1.2321], [1.0962, -0.2436, -1.2643], [2.6877, -0.1613, 1.2827], [1.8397, 4.3580, 0.3365], [0.8862, 3.6347, -2.8788], [-2.5426, 0.4556, -0.1321], [2.7747, 2.7989, 1.4771], [1.4838, 5.5865, -1.3251], [-6.3514, 0.9580, -0.5673], [-5.2653, 1.1062, 0.8271], [-5.3155, 0.8658, -0.2377], [-2.9062, -1.9543, 0.1209], [6.3682, -1.2064, 1.3541], [-1.3156, 2.7216, 0.0488], [-2.2053, 2.8525, -0.5609], [-0.4420, -3.9050, -2.2864], [0.0057, -0.5433, 2.8753], [1.5002, 4.5671, -0.9451], [1.5624, 0.8831, -2.9907], [0.6399, -1.6489, -2.7780], [-4.4749, 1.6016, -2.0738], [-5.3202, -1.2559, 0.1720], [-0.1156, -4.8308, -0.3633], [-2.7689, 3.6869, -0.1403], [0.5023, -5.3407, 1.6469], [3.1169, -0.0012, -1.8120], [-0.1011, 1.0156, -2.4098], [0.3997, -4.5599, 0.9040], [1.1830, -3.0620, 2.2147], [4.5810, -1.0642, 0.1833], [-0.7317, -0.9432, -1.9130], [0.2786, -1.3369, -1.7858]],
  "forces_ev_per_angstrom": [[-0.451, -0.115, -0.030], [-0.292, 0.020, 0.137], [0.119, -0.119, -0.014], [0.132, 0.023, -0.077], [-0.341, 0.215, 0.284], [0.344, -0.176, -0.182], [-0.047, 0.007, -0.003], [0.055, -0.048, 0.015], [0.261, 0.935, 0.473], [0.025, -0.011, 0.023], [-0.244, -0.626, -0.275], [-0.039, -0.028, -0.009], [0.104, -0.124, 0.005], [-0.027, 0.078, -0.006], [-0.034, 0.039, 0.101], [0.175, 0.269, -0.159], [-0.136, -0.061, 0.024], [0.170, -0.142, -0.009], [-0.026, -0.026, -0.016], [0.048, -0.002, -0.082], [-0.159, 0.116, 0.123], [-0.029, 0.002, 0.027], [-0.003, 0.322, 0.040], [-0.113, -0.032, 0.169], [-0.022, -0.037, -0.009], [0.274, 0.196, -0.151], [0.022, -0.021, -0.023], [0.047, 0.015, 0.021], [-0.011, -0.041, 0.023], [0.033, -1.437, -0.361], [0.079, -0.209, 0.023], [-0.245, -0.151, -0.289], [-0.709, 0.136, -0.553], [-0.882, 1.785, 0.278], [0.128, -0.464, 0.469], [-0.018, 0.957, 0.078], [0.750, -0.586, -0.078], [0.755, -0.405, -0.288], [-0.062, -0.218, 0.239], [0.002, 0.038, 0.011], [0.626, 0.030, 0.191], [0.124, 0.001, -0.110], [0.002, -0.014, -0.013], [0.013, -0.003, -0.028], [-0.038, -0.007, -0.012], [0.003, 0.017, 0.076], [0.089, 0.020, 0.035], [-0.028, 0.014, 0.003], [0.153, -0.111, 0.090], [0.053, -0.060, 0.051], [-0.028, -0.003, 0.027], [-0.440, -0.366, 0.189], [-0.027, -0.013, -0.308], [-0.048, 0.042, -0.081], [-0.078, -0.154, -0.054], [-0.008, 0.031, -0.017], [-0.017, 0.021, 0.031], [0.469, 0.775, 0.223], [0.002, 0.025, -0.014], [-0.042, -0.005, -0.024], [0.000, 0.040, -0.025], [-0.017, 0.037, 0.030], [-0.245, -0.775, -0.168], [-0.089, 0.076, 0.046], [-0.224, 0.030, -0.061], [-0.082, -0.136, 0.063], [0.242, 0.417, -0.094]],
  "e_homo_ev": [-2.0, -2.0],
  "charge": -1,
  "relative_energy_kj_mol": 66.1,
  "multiplicity": 5,
  "lumo_ev": [2.368, 2.361],
  "gap_ev": [4.342, 4.359]
}

---

{
  "formula": "C25H30F8O6S3",
  "method": "ωB97M-V with the def2-TZVPD basis set",
  "symbols": ["H", "C", "O", "C", "C", "C", "F", "C", "H", "H", "H", "O", "H", "H", "H", "H", "F", "O", "F", "H", "H", "F", "C", "O", "H", "C", "C", "S", "C", "H", "H", "C", "S", "O", "F", "C", "C", "H", "F", "H", "H", "C", "H", "H", "F", "S", "C", "C", "H", "H", "C", "C", "C", "C", "C", "H", "C", "C", "H", "H", "C", "H", "H", "H", "O", "H", "F", "H", "H", "H", "C", "C"],
  "xyz": [[-2.6906, 3.9201, -1.0031], [0.4486, -5.2850, -2.0975], [1.5019, -5.5684, 0.1780], [0.5710, 3.0996, -4.6692], [-1.2150, 2.9983, -2.8980], [1.2861, 0.4937, -4.1031], [4.5339, -0.7202, 2.3379], [3.6897, 0.3044, 2.6460], [-1.8655, 1.6191, 3.1209], [3.5760, -1.2518, -0.1719], [2.5084, 3.1733, -5.7120], [-2.0356, 4.3763, 3.6315], [4.9611, 1.2628, 0.6961], [0.0440, 4.9313, 5.7856], [-0.7183, 0.9983, 4.2654], [-4.1536, -3.5324, -1.6617], [4.4381, 1.3644, 3.0689], [3.0548, 0.7103, 1.4868], [3.3299, -0.7759, 4.6461], [1.8233, -0.7109, 3.1922], [-3.2784, -3.2663, -0.0683], [2.2939, 0.9025, -1.0444], [-1.0357, 1.9123, 3.7671], [-0.1444, -0.9773, -2.3857], [1.0992, -6.0966, -2.4127], [-0.2328, -3.6276, -0.1390], [3.6336, 0.7936, -0.8819], [1.2608, -4.4080, -0.7418], [-4.8922, -2.3901, 1.7574], [-3.3237, 2.8675, 1.1937], [-4.2357, -4.6545, -0.2090], [-2.8993, 2.2793, 0.3904], [-5.6556, -2.8572, 0.1622], [-1.5739, 4.1440, -3.0548], [4.2188, 1.5247, -1.8408], [2.6155, -0.1465, 3.6911], [-0.1334, 2.3821, -3.7142], [-4.3289, -1.4614, 1.6657], [3.4156, -1.1948, -2.1075], [-0.8384, -4.4471, 0.2466], [0.0975, -2.9429, 0.6520], [3.8908, 1.3639, 0.5274], [0.2646, -4.6464, -2.9611], [-0.7994, -2.8702, -0.6858], [5.3476, -0.8864, -1.1030], [-1.4749, 3.4334, 4.6478], [2.0631, 1.2402, -4.9907], [0.2019, 4.0228, 5.2010], [-5.6323, -2.3332, 2.5537], [0.9408, 4.3079, 4.4480], [0.1891, 1.0315, -3.5051], [-2.6534, 0.9198, 0.5400], [4.0389, -0.6988, -0.9900], [1.7318, 2.5720, -5.2598], [-1.9229, 0.2019, -0.4174], [2.9275, 0.7374, -5.4025], [-1.4133, 0.8421, -1.5393], [-0.5032, 0.1789, -2.5069], [0.7709, 3.3838, 5.8817], [-4.1523, -3.0940, 2.1536], [-2.4895, 2.8812, -0.7669], [1.6412, -0.5244, -4.0354], [-0.2778, 2.1351, 3.0084], [-3.1394, 0.4234, 1.3703], [-6.6451, -3.9872, 0.3761], [3.5716, 2.4000, 0.4450], [2.0193, 0.9495, 4.1987], [-0.4361, -5.6578, -1.5874], [-1.6523, -0.8183, -0.1793], [0.3534, 4.1551, -4.7731], [-4.1673, -3.6313, -0.5835], [-1.7442, 2.2253, -1.7294]],
  "forces_ev_per_angstrom": [[-0.052, 0.056, 0.362], [0.252, 0.473, -0.122], [0.071, 0.810, 0.249], [1.058, 0.697, 0.411], [0.125, 0.445, 0.385], [1.430, -0.417, -2.067], [-0.189, 0.361, 0.611], [-0.241, 0.992, -1.697], [-0.471, 0.321, 0.464], [0.545, -0.033, 0.347], [-0.534, 0.305, -0.591], [0.708, -0.522, 0.220], [-0.037, 0.140, 0.510], [-0.475, 0.000, -0.128], [-0.019, 0.457, 0.826], [0.007, -0.051, 0.015], [-0.129, -0.944, 0.626], [0.100, -0.495, 0.335], [-0.841, -0.175, 0.101], [0.351, -0.625, 0.337], [0.076, 0.503, -0.488], [-0.367, -0.363, -0.468], [0.538, -0.106, -1.735], [-0.706, -0.197, 0.187], [0.069, -0.032, 0.231], [-0.134, 1.154, 1.112], [-0.210, -0.591, 1.374], [0.076, -0.970, -0.663], [0.649, -0.579, 0.551], [-0.326, -0.087, -0.101], [-0.217, -0.209, -0.528], [0.154, -0.534, 0.327], [-0.654, -0.790, 0.065], [-0.017, 0.075, -0.398], [0.348, 0.185, 0.084], [1.260, 0.734, -0.961], [-0.414, -0.881, -0.552], [-0.417, 0.224, -0.268], [0.468, 0.072, -0.157], [-0.125, 0.168, 0.128], [0.163, -0.678, 0.559], [0.251, 0.149, -1.160], [-0.337, 0.102, 0.156], [0.204, -0.706, -1.177], [0.432, 0.192, 0.170], [0.273, -0.024, 0.707], [-0.618, 0.448, 0.392], [0.424, 0.446, 0.045], [-0.369, 0.308, -0.385], [-0.551, -0.206, -0.607], [-0.550, 0.416, 0.693], [-0.301, -0.082, -0.427], [-2.186, 0.043, -0.669], [0.067, -0.819, 0.940], [0.020, 0.256, 0.735], [0.154, 0.348, -0.132], [-0.649, 1.442, -0.227], [0.823, -0.161, 0.670], [-0.668, -0.630, -0.073], [-0.149, -0.426, -0.448], [0.373, 1.160, -1.056], [-0.598, -0.153, 0.755], [0.228, 0.226, 0.252], [0.449, -0.196, 0.186], [1.202, 1.161, 0.016], [0.275, 0.191, 0.278], [0.126, 0.152, 0.328], [-0.198, -0.244, -0.520], [-0.114, -0.139, -0.367], [-0.160, -0.027, -0.131], [-0.132, -0.152, 1.460], [0.405, -1.968, 0.103]],
  "e_homo_ev": -9.1,
  "lumo_ev": -1.285,
  "gap_ev": 7.864
}